Computed, not measured: a molecular structure, C44H58MnN4P2S at a distorted geometry, with ωB97M-V/def2-TZVPD.

Each line ends with the Löwdin charge.
Positions of all 110 atoms, in Å:
Mn1 -0.4999 0.3637 -0.0117  0.66
C1 3.9253 -0.5588 2.7138  -0.13
C2 4.2524 0.0331 1.3350  -0.55
C3 4.4973 -1.1042 0.3432  -0.12
P1 2.8351 1.1256 0.8189  1.12
C4 3.4922 2.8064 1.2857  -0.56
C5 2.6978 3.9290 0.6182  -0.11
C6 3.4704 2.9753 2.8061  -0.12
C7 3.0475 1.2475 -1.0115  -0.31
C8 4.2399 1.7718 -1.5375  -0.07
C9 4.4048 2.1399 -2.8620  -0.27
C10 5.7328 2.6101 -3.4000  -0.05
C11 3.2713 2.0518 -3.6796  -0.04
C12 2.1137 1.4848 -3.1931  -0.04
C13 2.0018 0.9932 -1.8819  -0.32
N1 0.8666 0.1911 -1.6004  -0.05
C14 0.7596 -0.9199 -2.4315  -0.31
C15 1.8256 -1.4435 -3.1975  -0.01
C16 1.6314 -2.4788 -4.0926  -0.04
C17 0.3928 -3.1046 -4.2658  -0.28
C18 0.1714 -4.1878 -5.2947  -0.06
C19 -0.6267 -2.6748 -3.4358  -0.06
C20 -0.4579 -1.6230 -2.5333  -0.30
P2 -1.7435 -1.0266 -1.4365  1.07
C21 -2.5089 -2.5294 -0.6712  -0.50
C22 -2.8787 -2.3285 0.8037  -0.12
C23 -3.7186 -3.1007 -1.4103  -0.11
C24 -2.9156 -0.1067 -2.5429  -0.49
C25 -2.2033 1.1749 -3.0128  -0.11
C26 -3.4154 -0.8492 -3.7821  -0.10
H1 4.8133 -1.0195 3.1580  0.08
H2 3.1580 -1.3352 2.6129  0.06
H3 3.5458 0.1849 3.4149  0.05
H4 5.1528 0.6515 1.4149  0.10
H5 3.5701 -1.6624 0.1626  0.06
H6 5.2341 -1.8036 0.7490  0.08
H7 4.8627 -0.7478 -0.6188  0.06
H8 4.5304 2.8620 0.9477  0.09
H9 2.5635 3.7701 -0.4537  0.07
H10 3.2161 4.8827 0.7518  0.08
H11 1.7072 4.0230 1.0786  0.04
H12 2.4588 2.8202 3.1990  0.07
H13 3.7845 3.9872 3.0797  0.08
H14 4.1415 2.2777 3.3102  0.06
H15 5.0858 1.8954 -0.8653  0.11
H16 6.4086 2.8989 -2.5940  0.07
H17 5.6128 3.4662 -4.0674  0.08
H18 6.2208 1.8182 -3.9729  0.08
H19 3.3106 2.4106 -4.7045  0.11
H20 1.2546 1.3723 -3.8463  0.11
H21 2.8216 -1.0302 -3.0831  0.11
H22 2.4793 -2.8207 -4.6792  0.11
H23 1.0707 -4.3473 -5.8901  0.07
H24 -0.6356 -3.9236 -5.9814  0.07
H25 -0.0955 -5.1419 -4.8332  0.08
H26 -1.5858 -3.1829 -3.4841  0.10
H27 -1.6866 -3.2432 -0.7112  0.09
H28 -3.7887 -1.7356 0.9008  0.06
H29 -2.1024 -1.8166 1.3676  0.03
H30 -3.0439 -3.3041 1.2675  0.09
H31 -4.5458 -2.3858 -1.4297  0.08
H32 -4.0623 -3.9878 -0.8717  0.08
H33 -3.4967 -3.4026 -2.4323  0.06
H34 -3.7488 0.1779 -1.9035  0.08
H35 -1.4268 0.9256 -3.7407  0.08
H36 -1.7340 1.7254 -2.2038  0.05
H37 -2.9267 1.8396 -3.4926  0.08
H38 -2.5849 -1.1725 -4.4119  0.07
H39 -4.0177 -0.1512 -4.3701  0.08
H40 -4.0393 -1.7087 -3.5597  0.05
N2 -0.3473 -1.0312 3.4778  0.12
C27 0.1318 -2.3172 3.7421  -0.25
C28 0.0581 -2.8250 5.0334  -0.03
C29 0.5208 -4.1010 5.3182  -0.09
C30 1.0714 -4.8815 4.3139  -0.10
C31 1.1437 -4.3759 3.0215  -0.11
C32 0.6693 -3.1062 2.7312  -0.46
S1 0.6751 -2.5220 1.0736  0.98
N3 0.5466 -0.8473 1.2906  -0.39
C33 -0.0715 -0.2926 2.3434  -0.41
C34 -0.2767 1.1248 2.4099  -0.25
C35 -0.5883 1.7787 3.6316  -0.03
C36 -0.8592 3.1122 3.6345  -0.08
C37 -0.8327 3.8489 2.4246  -0.08
C38 -0.5237 3.1771 1.2745  -0.18
N4 -0.2182 1.8781 1.2341  -0.06
H41 -0.8304 -0.5745 4.2268  0.12
H42 -0.3685 -2.2110 5.8209  0.11
H43 0.4552 -4.4785 6.3307  0.10
H44 1.4468 -5.8731 4.5302  0.10
H45 1.5617 -4.9767 2.2204  0.11
H46 -0.5852 1.2422 4.5700  0.10
H47 -1.1036 3.6059 4.5674  0.10
H48 -1.0468 4.9079 2.3952  0.10
H49 -0.5205 3.6836 0.3161  0.12
C39 -4.7795 2.7528 1.9894  -0.05
C40 -4.9003 1.6027 0.9782  -0.62
C41 -5.6772 0.4423 1.6056  -0.06
C42 -5.6287 2.0960 -0.2792  -0.05
C43 -3.5445 1.1504 0.6038  -0.09
C44 -2.4149 0.8471 0.2827  -0.11
H50 -5.7725 3.1237 2.2602  0.08
H51 -4.2003 3.5754 1.5667  0.08
H52 -4.2693 2.4158 2.8938  0.08
H53 -6.6768 0.7768 1.8965  0.09
H54 -5.1647 0.0674 2.4937  0.09
H55 -5.7845 -0.3826 0.8981  0.08
H56 -6.6127 2.4916 -0.0127  0.08
H57 -5.7679 1.2810 -0.9935  0.08
H58 -5.0575 2.8866 -0.7696  0.09

Atoms 1-2, force components in eV/Å:
Mn -0.2 0.4 -2.5
C 0.0 -0.1 0.0

As for the energy: -4162.28696 Ha. The spin multiplicity is 6. The LUMO energy (spin up / spin down) comes out at 0.2 / -0.3 eV. As for the gap between HOMO and LUMO (spin up / spin down): 5.590 / 6.427 eV. Its expectation value of S² is 8.8776.

Computed, not measured: a molecular structure, C44H58N2O2P2S6Ti, with ωB97M-V/def2-TZVPD.

Each line ends with the Löwdin charge.
Positions of all 115 atoms, in Å:
Ti1 -0.1976 0.2540 0.1990  0.38
O1 -0.5684 1.9049 1.4228  -0.68
S1 -1.3637 3.1623 1.5212  1.00
C1 -1.4553 3.4092 3.3343  -0.29
C2 -0.3235 2.6723 4.0508  -0.23
C3 -0.6758 1.2112 4.3264  -0.24
C4 0.5364 0.3436 4.6626  -0.27
S2 0.9046 -0.8734 3.3137  0.94
O2 -0.1598 -0.6766 2.2751  -0.61
C5 0.3423 -2.3644 4.1522  -0.37
C6 -1.0118 -2.6570 4.2007  -0.06
C7 -1.4212 -3.8843 4.6980  -0.07
C8 -0.4770 -4.8031 5.1437  -0.09
C9 0.8743 -4.5022 5.0914  -0.09
C10 1.2902 -3.2749 4.5824  -0.09
C11 -0.2699 4.5556 1.2210  -0.44
C12 -0.8485 5.7456 0.8282  -0.10
C13 -0.0247 6.8338 0.5533  -0.09
C14 1.3506 6.6967 0.6572  -0.09
C15 1.9140 5.4782 1.0224  -0.07
C16 1.1017 4.3942 1.3082  -0.12
H1 -2.4361 3.0526 3.6578  0.09
H2 -1.4062 4.4884 3.4768  0.08
H3 -0.0977 3.1909 4.9873  0.12
H4 0.5783 2.7129 3.4372  0.10
H5 -1.1404 0.7981 3.4306  0.06
H6 -1.4180 1.1522 5.1276  0.12
H7 0.3954 -0.2389 5.5713  0.08
H8 1.4547 0.9262 4.7541  0.08
H9 -1.7276 -1.9410 3.8158  0.10
H10 -2.4750 -4.1311 4.7162  0.10
H11 -0.7999 -5.7667 5.5187  0.10
H12 1.6085 -5.2272 5.4187  0.10
H13 2.3442 -3.0371 4.4974  0.11
H14 -1.9234 5.8191 0.7054  0.11
H15 -0.4602 7.7733 0.2368  0.09
H16 1.9926 7.5358 0.4165  0.09
H17 2.9883 5.3491 1.0450  0.10
H18 1.5300 3.4201 1.5131  0.06
S3 2.4979 0.4448 0.8883  -0.07
S4 3.3134 2.1029 -0.0872  -0.17
S5 2.2888 2.2495 -1.8581  -0.16
S6 0.3324 2.6578 -1.3652  -0.01
C17 2.2618 -1.7781 -2.1321  -0.27
P1 0.7002 -1.9838 -1.1830  0.99
C18 -0.5175 -2.5801 -2.4860  -0.42
N1 -0.8249 -3.8965 -2.4878  0.06
C19 -1.8328 -4.2895 -3.3156  -0.24
C20 -2.1818 -5.6475 -3.4060  -0.07
C21 -3.2307 -6.0749 -4.2144  -0.16
C22 -3.9639 -5.1460 -4.9475  -0.16
C23 -3.6366 -3.7962 -4.8821  -0.07
C24 -2.5677 -3.3386 -4.0890  -0.25
N2 -2.2415 -2.0209 -4.0744  0.08
C25 -1.1915 -1.6637 -3.2937  -0.47
P2 -0.6339 0.0759 -3.1651  0.97
C26 -2.2545 0.9592 -3.1193  -0.27
C27 -0.1654 0.5112 -4.9640  -0.71
C28 -1.2674 0.2352 -5.9894  -0.12
C29 1.0599 -0.3378 -5.3173  -0.12
C30 0.2233 1.9855 -5.0635  -0.13
C31 1.0998 -3.5287 -0.1699  -0.69
C32 1.6054 -4.7376 -0.9601  -0.11
C33 2.1880 -3.1436 0.8367  -0.13
C34 -0.1738 -3.8899 0.6031  -0.11
H19 2.3535 -2.5264 -2.9208  0.04
H20 3.1090 -1.8373 -1.4481  0.02
H21 2.2585 -0.7792 -2.5668  -0.01
H22 -1.6019 -6.3541 -2.8216  0.09
H23 -3.4810 -7.1293 -4.2651  0.07
H24 -4.7818 -5.4754 -5.5799  0.07
H25 -4.1881 -3.0543 -5.4499  0.09
H26 -3.0376 0.3242 -3.5351  0.02
H27 -2.1866 1.8916 -3.6800  0.02
H28 -2.4853 1.1873 -2.0799  0.00
H29 -1.6183 -0.7944 -5.9482  0.05
H30 -0.8761 0.4461 -6.9954  0.07
H31 -2.1330 0.8812 -5.8242  0.07
H32 0.8721 -1.4010 -5.1451  0.07
H33 1.9215 -0.0436 -4.7133  0.06
H34 1.3203 -0.2031 -6.3750  0.07
H35 -0.6296 2.6460 -4.8976  0.06
H36 0.6073 2.1777 -6.0747  0.07
H37 0.9944 2.2614 -4.3450  0.02
H38 2.5482 -4.5074 -1.4648  0.07
H39 0.8752 -5.0583 -1.6970  0.05
H40 1.7947 -5.5607 -0.2568  0.07
H41 3.1696 -3.0598 0.3671  0.07
H42 2.2448 -3.9201 1.6109  0.08
H43 1.9905 -2.1870 1.3172  -0.02
H44 -0.9612 -4.2075 -0.0804  0.06
H45 -0.5389 -3.0272 1.1666  0.05
H46 0.0393 -4.7100 1.3034  0.08
C35 -3.5343 -2.2078 1.0379  -0.06
C36 -3.3396 -0.7398 0.6214  -0.57
C37 -3.5226 0.1143 1.8775  -0.07
C38 -1.9663 -0.5400 -0.0179  -0.22
C39 -4.3595 -0.3572 -0.4568  -0.17
C40 -4.6187 -1.2231 -1.5236  -0.04
C41 -5.4623 -0.8653 -2.5626  -0.09
C42 -6.0851 0.3766 -2.5676  -0.12
C43 -5.8371 1.2527 -1.5212  -0.11
C44 -4.9873 0.8882 -0.4838  -0.05
H47 -2.7769 -2.4655 1.7822  0.06
H48 -3.3982 -2.8886 0.1986  0.07
H49 -4.5306 -2.3834 1.4688  0.08
H50 -2.9018 -0.2952 2.6779  0.06
H51 -4.5644 0.1247 2.2200  0.08
H52 -3.2028 1.1435 1.7035  0.04
H53 -1.9094 -1.2739 -0.8348  -0.01
H54 -4.1244 -2.1850 -1.5738  0.10
H55 -5.6123 -1.5609 -3.3802  0.09
H56 -6.7346 0.6643 -3.3863  0.08
H57 -6.3017 2.2334 -1.5113  0.09
H58 -4.7977 1.6034 0.3071  0.09

Atoms 1-2, force components in eV/Å:
Ti 0.2 -0.4 -0.5
O -0.1 0.3 0.6

As for the energy: -5892.73267 Ha. The spin multiplicity is 3. Its net charge is -2. The LUMO energy (spin up / spin down) comes out at 3.5 / 3.5 eV. The energy above the lowest of the compared OMol25 structures with the same formula, charge and spin comes out at 115.0 kJ/mol. As for the gap between HOMO and LUMO (spin up / spin down): 3.221 / 4.161 eV. Its expectation value of S² is 2.0795.